## a
Molecular formula: C4H10N2O
Method: DFT, ωB97M-V/def2-TZVPD

Structure (XYZ):
```
17
C4H10N2O (ωB97M-V/def2-TZVPD)
C -0.333 -0.065 -0.498
C -1.471 0.748 -1.059
C 1.261 -0.629 1.430
C 0.327 0.363 0.779
N -0.462 -1.413 -0.699
O 1.109 0.873 -0.975
N -0.189 1.256 1.556
H 1.973 0.463 -0.849
H -0.960 -1.706 -1.528
H 0.316 -2.006 -0.443
H -0.829 1.894 1.090
H -2.378 0.566 -0.485
H -1.633 0.471 -2.099
H -1.218 1.806 -1.025
H 1.991 -1.055 0.736
H 0.688 -1.455 1.856
H 1.811 -0.112 2.212
```

Summary:
- HOMO energy (eV) = -8.5
- gap between HOMO and LUMO (hartree) = 0.339

Here are the Löwdin charges for atoms 1 to 2, given in e: -0.391, -0.017

## b
Molecular formula: C4H10N2O
Method: DFT, ωB97M-V/def2-TZVPD

Structure (XYZ):
```
17
C4H10N2O (ωB97M-V/def2-TZVPD)
N 1.086 -0.958 -0.772
C 1.311 -0.311 0.506
N 1.333 1.119 0.293
C 0.260 -0.798 1.495
O -0.233 -1.891 1.491
H 0.879 -1.941 -0.635
H 1.894 -0.852 -1.372
H 2.278 -0.592 0.988
H 0.462 1.357 -0.230
H 1.328 1.617 1.177
H 0.003 -0.049 2.274
C -1.614 -0.059 -1.107
C -1.812 1.155 -0.585
H -1.264 -0.187 -2.120
H -1.967 -0.944 -0.602
H -2.333 1.282 0.353
H -1.611 2.052 -1.153
```

Summary:
- HOMO energy (eV) = -9.0
- gap between HOMO and LUMO (hartree) = 0.366
- SMILES string = NC(N)C=O.C=C

Here are the Löwdin charges for atoms 1 to 2, given in e: 0.051, -0.481

What should be chosen as the most stable of them? Choose b.

## a
Molecular formula: C3H10NS
Method: DFT, ωB97M-V/def2-TZVPD

Structure (XYZ):
```
15
C3H10NS (ωB97M-V/def2-TZVPD)
C -1.205 1.216 -0.966
C 2.239 0.131 1.783
C -0.787 -0.124 -1.227
N -1.626 -0.921 -1.829
S 0.622 -0.741 1.949
H -0.873 1.242 0.199
H -2.319 1.175 -1.210
H -0.801 2.058 -1.365
H 2.899 -0.160 2.603
H 1.972 1.203 2.130
H 0.110 -0.668 -0.798
H 1.161 -2.016 2.182
H -2.507 -0.563 -2.223
H 2.550 0.037 0.796
H -1.436 -1.870 -2.023
```

Summary:
- total charge = +1
- HOMO energy (eV) = -12.7
- gap between HOMO and LUMO (hartree) = 0.288

Here are the Löwdin charges for atoms 1 to 2, given in e: -0.005, -0.442

## b
Molecular formula: C3H10NS
Method: DFT, ωB97M-V/def2-TZVPD

Structure (XYZ):
```
15
C3H10NS (ωB97M-V/def2-TZVPD)
C 0.508 1.357 -0.088
N -0.874 1.670 0.062
H 1.122 1.886 -0.807
H 0.975 1.463 0.890
H -1.048 2.359 0.781
H -1.297 2.065 -0.761
C 1.063 -1.185 1.033
S 0.749 -0.475 -0.512
C -0.877 -1.006 -1.013
H 0.216 -1.395 1.693
H 1.898 -0.840 1.640
H 1.350 -2.211 0.761
H -1.043 -2.085 -0.857
H -1.786 -0.493 -0.713
H -0.957 -1.111 -2.108
```

Summary:
- total charge = +1
- HOMO energy (eV) = -14.6
- gap between HOMO and LUMO (hartree) = 0.426

Here are the Löwdin charges for atoms 1 to 2, given in e: -0.359, -0.015

What should be chosen as the most stable of them? Choose b.

## a
Molecular formula: C3H10NS
Method: DFT, ωB97M-V/def2-TZVPD

Structure (XYZ):
```
15
C3H10NS (ωB97M-V/def2-TZVPD)
C -2.247 -0.338 -0.534
S -1.301 0.415 0.780
C 0.401 -0.055 -0.076
C 1.244 -1.027 0.655
N 1.159 1.247 0.106
H -3.343 -0.256 -0.362
H -2.031 -1.412 -0.833
H -2.311 0.335 -1.496
H 0.329 -0.039 -1.191
H 1.151 -0.910 1.803
H 0.936 -1.946 0.223
H 2.242 -0.941 0.484
H 2.009 1.312 -0.394
H 1.095 1.463 1.141
H 0.666 2.151 -0.305
```

Summary:
- total charge = +1
- HOMO energy (eV) = -13.4
- gap between HOMO and LUMO (hartree) = 0.351
- SMILES string = CS[C@H](C)[NH3+]

Here are the Löwdin charges for atoms 1 to 2, given in e: -0.472, 0.858

## b
Molecular formula: C3H10NS
Method: DFT, ωB97M-V/def2-TZVPD

Structure (XYZ):
```
15
C3H10NS (ωB97M-V/def2-TZVPD)
C 0.853 -1.166 -0.458
C 0.076 1.099 -0.979
C -0.613 0.034 1.127
N 0.340 0.129 0.063
S -0.623 1.659 1.960
H 0.040 -1.912 -0.629
H 1.417 -0.836 -1.391
H 1.705 -1.575 0.148
H -0.848 0.811 -1.405
H -0.086 1.962 -0.482
H 0.961 0.972 -1.724
H -0.542 -0.686 1.863
H -2.039 -0.472 0.419
H 1.059 0.549 0.611
H -1.583 1.523 2.790
```

Summary:
- total charge = +1
- HOMO energy (eV) = -13.9
- gap between HOMO and LUMO (hartree) = 0.370

Here are the Löwdin charges for atoms 1 to 2, given in e: 0.021, -0.003

What should be chosen as the most stable of them? Choose a.

## a
Molecular formula: C3H10NS
Method: DFT, ωB97M-V/def2-TZVPD

Structure (XYZ):
```
15
C3H10NS (ωB97M-V/def2-TZVPD)
C -0.666 1.505 0.480
C -0.002 0.394 -0.320
N -1.089 -0.594 -0.761
C 1.020 -0.349 0.471
S 1.678 -1.694 -0.604
H -1.365 2.076 -0.115
H 0.149 2.144 0.818
H -1.101 1.136 1.394
H 0.327 0.857 -1.250
H -1.285 -0.527 -1.758
H -0.624 -1.530 -0.760
H -1.873 -0.696 -0.123
H 1.844 0.232 0.876
H 0.486 -0.761 1.326
H 2.500 -2.193 0.326
```

Summary:
- total charge = +1
- HOMO energy (eV) = -13.7
- gap between HOMO and LUMO (hartree) = 0.374
- SMILES string = C[C@H]([NH3+])CS

Here are the Löwdin charges for atoms 1 to 2, given in e: -0.034, -0.432

## b
Molecular formula: C3H10NS
Method: DFT, ωB97M-V/def2-TZVPD

Structure (XYZ):
```
15
C3H10NS (ωB97M-V/def2-TZVPD)
C -1.247 0.457 0.901
N -2.149 0.229 -0.105
H -1.050 1.499 1.115
H -1.188 -0.266 1.709
H -2.700 1.034 -0.338
H -2.593 -0.676 -0.092
C 1.689 0.858 -0.971
S 0.718 0.034 0.370
C 0.418 -1.571 -0.337
H 2.226 1.648 -0.455
H 1.023 1.409 -1.636
H 2.304 0.080 -1.400
H 0.012 -2.269 0.394
H -0.284 -1.548 -1.173
H 1.387 -1.922 -0.682
```

Summary:
- total charge = +1
- HOMO energy (eV) = -14.2
- gap between HOMO and LUMO (hartree) = 0.386

Here are the Löwdin charges for atoms 1 to 2, given in e: -0.270, 0.042

What should be chosen as the most stable of them? Choose a.

## a
Molecular formula: C24H26BrCl2IrN4OS3
Method: DFT, ωB97M-V/def2-TZVPD

Structure (XYZ):
```
62
C24H26BrCl2IrN4OS3 (ωB97M-V/def2-TZVPD)
Ir 0.244 0.517 0.491
C 0.159 -2.102 3.891
C 0.296 -1.464 2.554
N -0.068 -0.253 2.305
N -0.708 0.479 3.276
C -1.534 1.351 2.758
N -2.275 2.091 3.590
S -1.761 1.605 1.041
C 0.744 -2.251 1.388
C 1.199 -3.555 1.483
C 1.504 -4.238 0.315
C 1.322 -3.613 -0.907
C 0.852 -2.309 -0.924
N 0.585 -1.653 0.195
H -0.316 -1.428 4.594
H 1.155 -2.359 4.258
H -0.420 -3.024 3.823
H -2.194 1.949 4.583
H -2.843 2.842 3.242
H 1.321 -4.027 2.447
H 1.874 -5.253 0.363
H 1.539 -4.118 -1.837
H 0.690 -1.767 -1.846
Cl 0.569 1.188 -1.796
C 2.259 0.733 -2.120
C 2.656 0.812 -3.440
C 3.960 0.467 -3.750
C 4.820 0.061 -2.742
C 4.384 0.002 -1.431
Cl 5.491 -0.497 -0.204
C 3.072 0.340 -1.062
S 2.603 0.306 0.621
H 1.962 1.138 -4.203
H 4.306 0.515 -4.773
H 5.843 -0.210 -2.965
Br 2.352 6.567 2.734
C 1.749 4.889 2.108
C 1.885 3.766 2.905
C 1.450 2.535 2.435
C 0.864 2.415 1.180
C 0.728 3.556 0.398
C 1.175 4.789 0.853
H 2.345 3.844 3.881
H 1.602 1.669 3.064
H 0.246 3.519 -0.569
H 1.064 5.669 0.234
C -5.384 0.394 -1.432
C -4.335 -0.580 -0.919
S -2.701 -0.164 -1.567
O -1.699 -0.863 -0.675
C -2.710 -1.086 -3.119
C -2.707 -2.594 -2.953
H -6.368 0.099 -1.071
H -5.428 0.407 -2.523
H -5.180 1.407 -1.089
H -4.566 -1.616 -1.165
H -4.188 -0.509 0.159
H -1.813 -0.737 -3.634
H -3.569 -0.716 -3.685
H -1.916 -2.903 -2.270
H -2.531 -3.059 -3.923
H -3.655 -2.974 -2.575
```

Summary:
- spin multiplicity = 2
- total charge = +1
- HOMO energy (alpha / beta) (eV) = -10.3 / -10.3
- gap between HOMO and LUMO (alpha / beta) (hartree) = 0.256 / 0.209

Here are the Löwdin charges for atoms 1 to 2, given in e: 0.934, 0.004

## b
Molecular formula: C24H26BrCl2IrN4OS3
Method: DFT, ωB97M-V/def2-TZVPD

Structure (XYZ):
```
62
C24H26BrCl2IrN4OS3 (ωB97M-V/def2-TZVPD)
Ir -0.042 0.481 -0.335
C -3.608 -0.895 1.822
C -2.595 -0.820 0.712
N -1.520 -0.073 0.916
N -1.534 0.579 2.153
C -1.025 1.761 2.150
N -1.055 2.497 3.297
S -0.192 2.467 0.784
C -2.875 -1.508 -0.505
C -4.213 -1.735 -0.906
C -4.537 -2.135 -2.166
C -3.503 -2.354 -3.117
C -2.224 -2.206 -2.725
N -1.889 -1.832 -1.438
H -4.095 0.068 1.979
H -3.097 -1.138 2.752
H -4.354 -1.660 1.633
H -1.753 2.233 3.974
H -0.865 3.482 3.222
H -5.005 -1.501 -0.214
H -5.574 -2.259 -2.445
H -3.718 -2.651 -4.132
H -1.389 -2.411 -3.375
Cl 1.699 1.456 -1.666
C 0.782 2.515 -2.759
C 1.526 3.413 -3.499
C 0.862 4.233 -4.393
C -0.515 4.128 -4.526
C -1.222 3.216 -3.764
Cl -2.935 3.110 -3.970
C -0.596 2.372 -2.834
S -1.552 1.236 -1.898
H 2.599 3.466 -3.377
H 1.413 4.950 -4.984
H -1.053 4.757 -5.221
Br 3.892 -3.319 -0.487
C 2.114 -2.730 -0.703
C 1.118 -3.216 0.165
C -0.183 -2.838 -0.008
C -0.528 -1.955 -1.057
C 0.473 -1.438 -1.882
C 1.809 -1.858 -1.707
H 1.383 -3.916 0.946
H -0.966 -3.247 0.618
H 0.201 -0.863 -2.756
H 2.576 -1.497 -2.378
C 3.828 1.720 3.532
C 3.311 1.117 2.234
S 1.674 0.414 2.429
O 1.418 -0.285 1.078
C 1.991 -0.957 3.545
C 3.126 -1.883 3.151
H 4.762 2.247 3.343
H 4.026 0.956 4.283
H 3.119 2.438 3.947
H 3.960 0.341 1.825
H 3.160 1.882 1.469
H 1.026 -1.468 3.570
H 2.131 -0.499 4.526
H 3.077 -2.138 2.094
H 3.058 -2.809 3.722
H 4.100 -1.440 3.358
```

Summary:
- spin multiplicity = 2
- total charge = +1
- HOMO energy (alpha / beta) (eV) = -8.9 / -10.3
- gap between HOMO and LUMO (alpha / beta) (hartree) = 0.219 / 0.254

Here are the Löwdin charges for atoms 1 to 2, given in e: 0.698, -0.023

What should be chosen as the most stable of them? Choose b.